1.
Formula: C30H36FNO
Source: the OMol25 dataset
Level of theory: wB97M-V/def2-TZVPD

Properties
SMILES = CCCCCC/C=C/c1ccc([C@H]2[C@H]3C=CC[C@@H](C)[C@@H]3C(=O)N2Cc2ccccc2)c(F)c1
Spin multiplicity = 1
Molar mass = 445.622 g mol⁻¹
HOMO-LUMO gap = 8.88 eV

Each line ends with the Mulliken charge.
CARTESIAN COORDINATES (ANGSTROEM)
C  1.803  6.704  2.807  -1.360
C  1.651  5.232  3.169  -0.134
C  2.938  4.449  2.922  -0.825
C  2.788  2.969  3.264  0.061
C  4.093  2.200  3.065  -0.884
H  4.474  2.372  2.057  0.327
H  4.843  2.580  3.763  0.448
C  3.918  0.700  3.309  -0.964
C  3.007  -0.005  2.353  -0.488
C  2.730  0.377  1.108  0.202
C  1.829  -0.287  0.179  1.102
C  1.792  0.154  -1.144  -0.620
C  0.897  -0.400  -2.030  -0.137
C  -0.010  -1.393  -1.672  0.400
C  0.071  -1.856  -0.363  -0.274
C  0.966  -1.321  0.540  -1.091
H  0.973  -1.699  1.550  0.354
H  -0.584  -2.647  -0.038  0.067
C  -1.055  -1.836  -2.667  -0.199
N  -2.342  -1.189  -2.421  0.284
C  -3.329  -2.006  -1.981  0.118
O  -4.477  -1.666  -1.792  -0.714
C  -2.683  -3.358  -1.727  0.243
C  -3.427  -4.670  -1.943  0.413
C  -4.718  -4.742  -1.135  -1.727
H  -5.367  -3.913  -1.403  0.371
H  -5.238  -5.677  -1.330  0.443
H  -4.506  -4.677  -0.069  0.385
H  -3.674  -4.762  -3.006  0.442
C  -2.458  -5.804  -1.543  -0.824
C  -0.998  -5.523  -1.767  -0.795
C  -0.507  -4.390  -2.245  -0.820
C  -1.463  -3.316  -2.648  -0.191
H  -1.815  -3.545  -3.665  0.706
H  0.551  -4.230  -2.384  0.439
H  -0.335  -6.330  -1.484  0.460
H  -2.726  -6.720  -2.078  0.441
H  -2.588  -6.020  -0.477  0.370
H  -2.370  -3.336  -0.676  -0.016
C  -2.543  0.218  -2.671  -1.407
C  -1.783  1.092  -1.706  0.415
C  -1.018  2.157  -2.162  -0.575
C  -0.289  2.927  -1.274  -0.899
C  -0.313  2.638  0.079  0.208
C  -1.088  1.589  0.544  -0.648
C  -1.825  0.826  -0.343  -0.106
H  -2.434  0.010  0.018  0.420
H  -1.116  1.364  1.600  0.370
H  0.269  3.230  0.770  0.328
H  0.307  3.750  -1.641  0.389
H  -0.982  2.376  -3.220  0.378
H  -3.621  0.390  -2.565  0.460
H  -2.246  0.452  -3.700  0.365
H  -0.708  -1.542  -3.666  0.476
F  0.899  0.065  -3.303  -0.490
H  2.448  0.940  -1.485  0.447
H  3.191  1.270  0.709  0.258
H  2.576  -0.918  2.743  0.358
H  3.538  0.549  4.323  0.371
H  4.899  0.213  3.265  0.383
H  2.010  2.528  2.637  -0.169
H  2.469  2.869  4.304  0.354
H  3.224  4.550  1.872  0.346
H  3.741  4.881  3.524  0.420
H  1.372  5.143  4.222  0.349
H  0.841  4.795  2.579  0.133
H  0.875  7.241  2.990  0.391
H  2.589  7.164  3.401  0.334
H  2.061  6.813  1.756  0.328

2.
Formula: C4H4ClNS
Source: the OMol25 dataset
Level of theory: wB97M-V/def2-TZVPD

Properties
Spin multiplicity = 1
Molar mass = 133.603 g mol⁻¹
HOMO-LUMO gap (alpha / beta) = 7.84 / 7.54 eV

Each line ends with the Mulliken charge.
CARTESIAN COORDINATES (ANGSTROEM)
C  -1.807  -2.072  0.521  0.117
C  -0.863  0.604  -1.155  -0.182
C  -0.175  0.131  -0.112  -0.139
C  2.308  0.760  0.714  -0.578
N  -2.098  -2.518  -0.480  -0.379
S  0.744  0.590  1.200  0.104
Cl  -0.929  2.354  -1.601  -0.199
H  -1.546  0.073  -1.745  0.385
H  3.130  0.668  1.490  0.261
H  2.752  1.017  -0.206  0.321
H  -1.515  -1.607  1.374  0.288

3.
Formula: C18H16Br3EuN6O2
Source: the OMol25 dataset
Level of theory: wB97M-V/def2-TZVPD

Properties
Net charge = +1
Spin multiplicity = 8
Molar mass = 740.042 g mol⁻¹
HOMO-LUMO gap (alpha / beta) = 7.37 / 8.30 eV

Each line ends with the Mulliken charge.
CARTESIAN COORDINATES (ANGSTROEM)
Eu  -4.732  -15.744  -8.342  1.028
Br  -6.892  -17.775  -8.054  -0.092
C  -5.469  -19.133  -8.427  -0.481
Br  -3.793  -18.519  -7.522  -0.014
H  -5.287  -19.207  -9.480  0.391
H  -5.770  -20.075  -7.964  0.424
Br  -3.430  -12.531  -8.077  -0.143
C  -3.176  -13.196  -9.873  0.459
C  -2.569  -12.476  -10.898  -0.612
C  -2.487  -13.120  -12.140  -0.180
C  -2.980  -14.411  -12.337  -0.606
C  -3.573  -15.039  -11.280  0.338
N  -3.626  -14.424  -10.073  -0.310
C  -4.136  -16.474  -11.344  0.472
O  -4.146  -17.082  -12.416  -0.674
O  -4.595  -16.993  -10.277  -0.518
H  -2.154  -11.476  -10.709  0.394
H  -2.015  -12.589  -12.968  0.415
H  -2.937  -14.958  -13.281  0.477
C  -2.208  -15.264  -5.986  -1.315
C  -3.579  -15.162  -5.351  0.530
N  -4.715  -15.382  -6.025  0.112
C  -5.767  -15.217  -5.138  -0.616
C  -5.305  -14.887  -3.920  -0.407
N  -3.879  -14.860  -4.074  0.278
C  -2.902  -14.578  -3.012  -0.881
N  -3.279  -15.339  -1.793  0.653
N  -3.726  -14.723  -0.671  -0.671
N  -4.131  -15.571  0.181  -0.461
C  -3.984  -16.845  -0.318  0.112
C  -4.288  -18.140  0.179  -0.576
C  -4.074  -19.222  -0.657  -0.523
C  -3.577  -19.077  -1.980  -0.489
C  -3.225  -17.840  -2.491  -0.558
C  -3.441  -16.726  -1.650  1.111
H  -2.293  -15.420  -7.076  0.220
H  -1.624  -16.114  -5.589  0.350
H  -1.594  -14.369  -5.775  0.357
H  -6.793  -15.424  -5.446  0.402
H  -5.859  -14.665  -2.990  0.427
H  -2.895  -13.523  -2.734  0.269
H  -1.880  -14.896  -3.326  0.499
H  -4.674  -18.241  1.205  0.404
H  -4.359  -20.226  -0.314  0.349
H  -3.525  -19.977  -2.593  0.379
H  -2.840  -17.717  -3.511  0.279

4.
Formula: C11H44F2N23O15S2Sn
Source: the OMol25 dataset
Level of theory: wB97M-V/def2-TZVPD

Properties
Net charge = +1
Spin multiplicity = 1
Molar mass = 959.460 g mol⁻¹
HOMO-LUMO gap = 3.92 eV

Each line ends with the Mulliken charge.
CARTESIAN COORDINATES (ANGSTROEM)
Sn  1.039  3.321  2.271  1.628
N  0.536  1.049  0.537  0.370
S  0.745  -0.412  0.710  0.233
O  1.638  -1.121  -0.216  -0.129
O  -0.329  -1.132  1.296  -0.815
F  1.732  -0.297  1.939  -0.233
S  -0.705  0.778  -0.582  0.352
O  -2.075  0.503  -0.085  0.255
O  -0.291  0.181  -1.805  -0.871
F  -0.923  2.261  -1.129  -0.353
C  1.067  -1.247  -4.594  0.555
O  1.458  -2.212  -3.882  -0.637
N  1.330  -1.345  -5.868  -0.424
N  0.596  -0.080  -4.288  -0.264
H  1.294  -0.430  -6.295  0.129
H  1.871  -2.117  -6.229  0.272
H  0.347  0.229  -3.359  0.430
H  0.356  0.539  -5.049  0.161
C  5.005  -0.855  -2.300  0.686
O  6.156  -0.587  -2.026  -0.772
N  4.783  -1.548  -3.331  -0.303
N  3.944  -0.614  -1.670  0.205
H  5.547  -1.916  -3.879  0.219
H  3.828  -1.776  -3.568  0.070
H  3.098  -1.075  -1.973  0.013
H  3.889  -0.255  -0.728  -0.244
C  1.654  3.936  -1.498  0.670
O  0.786  4.386  -0.734  -0.620
N  2.248  2.747  -1.465  0.178
N  2.119  4.573  -2.516  -0.394
H  2.015  2.092  -0.732  -0.322
H  2.879  2.545  -2.228  0.246
H  2.638  4.064  -3.217  0.126
H  1.713  5.448  -2.816  0.272
C  3.273  -4.370  -1.610  0.601
O  4.255  -4.984  -1.831  -0.698
N  2.161  -4.294  -2.309  -0.317
N  3.282  -3.559  -0.636  -0.108
H  1.506  -3.527  -2.267  0.181
H  2.088  -4.910  -3.107  0.214
H  4.118  -3.346  -0.111  0.113
H  2.355  -3.267  -0.360  0.042
C  2.755  0.260  4.644  0.663
O  2.098  1.126  4.163  -0.501
N  2.306  -0.948  5.045  -0.405
N  4.078  0.175  4.559  -0.486
H  1.297  -0.981  5.037  0.190
H  2.918  -1.665  5.407  0.172
H  4.471  0.942  4.031  0.177
H  4.546  -0.720  4.552  0.233
C  -2.754  1.643  3.107  0.407
O  -1.737  2.249  2.789  -0.517
N  -3.294  0.604  2.670  0.221
N  -3.553  2.049  4.052  -0.422
H  -4.080  0.171  3.134  0.216
H  -2.914  0.299  1.785  -0.213
H  -3.365  2.875  4.601  0.213
H  -4.427  1.574  4.224  0.105
C  -6.189  -0.734  0.648  0.546
O  -7.337  -0.359  0.726  -0.700
N  -5.201  0.031  0.295  -0.064
N  -5.812  -1.938  0.506  -0.295
H  -4.299  -0.347  0.042  -0.164
H  -5.400  0.998  0.511  0.128
H  -6.637  -2.519  0.456  0.275
H  -4.909  -2.082  0.078  0.155
C  -2.393  -3.038  4.134  0.698
O  -1.444  -3.384  4.807  -0.709
N  -3.554  -3.312  4.509  -0.335
N  -2.243  -2.410  2.973  0.026
H  -3.688  -3.672  5.444  0.262
H  -4.336  -2.922  4.004  0.145
H  -1.421  -2.254  2.407  0.247
H  -3.072  -2.145  2.461  -0.057
C  -3.338  4.938  0.244  0.616
O  -4.244  5.672  -0.022  -0.701
N  -2.240  5.189  -0.368  -0.279
N  -3.361  3.873  1.045  -0.081
H  -1.425  4.598  -0.295  0.111
H  -2.433  5.920  -1.039  0.198
H  -4.225  3.460  1.366  0.104
H  -2.441  3.516  1.257  0.046
C  4.729  1.157  1.175  0.260
O  3.742  1.781  1.095  -0.458
N  5.953  1.641  1.055  -0.368
N  4.639  -0.092  1.548  -0.140
H  6.745  1.058  1.286  0.139
H  6.003  2.605  0.760  0.263
H  3.662  -0.284  1.721  0.157
H  5.499  -0.621  1.542  0.158
C  -3.951  -1.767  -3.047  0.830
O  -3.788  -2.580  -2.182  -0.691
N  -3.724  -0.486  -2.804  -0.244
N  -4.526  -2.052  -4.129  -0.374
H  -3.555  -0.382  -1.814  -0.030
H  -3.707  0.115  -3.616  0.176
H  -4.566  -1.229  -4.712  0.131
H  -4.884  -2.975  -4.329  0.250

5.
Formula: C4H15NO3
Source: the OMol25 dataset
Level of theory: wB97M-V/def2-TZVPD

Properties
Net charge = +1
Spin multiplicity = 2
Molar mass = 125.168 g mol⁻¹
HOMO-LUMO gap (alpha / beta) = 11.68 / 6.37 eV

Each line ends with the Mulliken charge.
CARTESIAN COORDINATES (ANGSTROEM)
C  0.580  -1.933  0.212  -0.800
N  0.638  -0.618  0.788  -0.073
C  -1.417  0.216  -0.287  -1.291
C  -0.641  0.057  1.018  0.331
C  -0.380  1.435  1.637  -0.646
O  -1.612  2.022  1.983  -0.533
H  1.489  -2.481  0.449  0.375
H  0.531  -1.852  -0.885  0.354
H  -0.233  -2.548  0.619  0.355
H  1.226  -0.612  1.628  0.335
H  -2.314  0.771  -0.086  0.443
H  -1.674  -0.756  -0.689  0.412
H  -0.814  0.662  -1.091  0.308
H  -1.238  -0.599  1.670  0.354
H  0.164  1.324  2.586  0.376
H  0.205  2.051  0.949  0.377
H  -1.841  2.755  1.402  0.344
H  2.526  1.465  -1.197  0.300
H  1.342  0.663  -0.595  0.284
O  1.781  0.898  -1.428  -0.653
H  -0.024  -1.125  -3.412  0.336
H  1.026  -0.465  -2.483  0.354
O  0.680  -1.330  -2.787  -0.642

What ΔE to the lowest compared entry with this formula, charge and spin values result from the calculations? In sequence: 3.3 108.7 0.0 188.2 22.9 kcal/mol.